Molecular formula: C21H17BF5N5O5PdS2Te
Method: DFT, ωB97M-V/def2-TZVPD

```
! wB97M-V def2-TZVPD RIJCOSX def2/J DEFGRID3
* xyz 0 5
Pd -1.10231 0.36019 -0.22146
S -0.92261 3.11523 -0.43008
C -0.07657 2.59293 -1.77936
N 0.00341 1.28758 -2.03045
C 0.68308 1.02048 -3.16407
C 0.92480 -0.26586 -3.68762
C 1.64475 -0.35988 -4.84677
C 2.13421 0.79360 -5.49891
C 1.91221 2.05829 -5.00347
C 1.17760 2.17257 -3.82371
S 0.73373 3.58809 -2.95115
H 0.53339 -1.12790 -3.16624
H 1.84795 -1.33164 -5.27532
H 2.70116 0.67799 -6.41301
H 2.29491 2.93291 -5.51058
B -3.21372 -1.82126 1.22489
N -3.27343 -0.40786 1.87312
C -4.02120 0.02288 2.89411
C -3.69683 1.34156 3.15874
C -2.72031 1.65227 2.21911
N -2.47996 0.58587 1.45622
N -1.72245 -2.27750 1.30642
C -1.20224 -3.38913 1.83804
C 0.16860 -3.38433 1.63744
C 0.41989 -2.18329 0.98103
N -0.73075 -1.54423 0.79086
H -3.55861 -1.75576 0.07117
H -3.88046 -2.58245 1.87186
H -4.72272 -0.64385 3.36513
H -4.10214 1.98233 3.92130
H -2.16083 2.56330 2.09156
H -1.84650 -4.10753 2.31545
H 0.88488 -4.12637 1.94142
H 1.34846 -1.74856 0.65326
F 0.39104 2.82959 2.26963
Te 1.41140 1.25449 2.24281
F 2.85927 2.23810 1.60920
F 1.97164 1.78722 3.92957
F 0.02691 0.38075 3.12507
F 2.51631 -0.22436 2.47730
O 0.90524 0.78063 0.56870
O -2.90102 0.49625 -1.51739
C -2.61027 -0.58570 -2.09317
O -1.53623 -1.17487 -1.75018
C -3.47637 -1.15889 -3.14051
C -3.15003 -2.38072 -3.71198
C -3.95497 -2.95457 -4.69662
C -5.07875 -2.25181 -5.05513
O -6.00812 -2.57236 -6.00041
C -7.07938 -1.65096 -5.78701
O -6.54863 -0.54730 -5.06330
C -5.40540 -1.02986 -4.48047
C -4.62720 -0.44973 -3.51941
H -2.26379 -2.89632 -3.36827
H -3.71611 -3.90551 -5.15042
H -7.85679 -2.14026 -5.19022
H -7.46010 -1.31019 -6.74577
H -4.87089 0.49849 -3.06243
*
```

As for the energy above the lowest of the compared OMol25 structures with the same formula, charge and spin: 93.0 kJ/mol. The value obtained for the molar mass is 823.4 g/mol. The HOMO-LUMO gap (alpha / beta) is 8.3 / 5.1 eV.

---

Molecular formula: C21H17BrCoN6O6S
Method: DFT, ωB97M-V/def2-TZVPD

```
! wB97M-V def2-TZVPD RIJCOSX def2/J DEFGRID3
* xyz 1 1
Co 0.50404 0.82241 0.59800
C 4.42153 1.39385 -0.77553
C 3.00671 1.49756 -0.34646
N 2.42297 0.73565 0.49157
N 3.03839 -0.14180 1.34364
C 2.40140 -0.20681 2.53978
N 2.85408 -1.07099 3.43441
S 1.08811 0.82715 2.84893
C 2.10726 2.60808 -0.76298
C 2.44279 3.57451 -1.68432
C 1.55443 4.62624 -1.89649
C 0.37681 4.67577 -1.17766
C 0.09921 3.65547 -0.27462
N 0.94563 2.65827 -0.07304
H 5.00095 0.77708 -0.09194
H 4.88933 2.37376 -0.84730
H 4.44609 0.92429 -1.76252
H 3.52993 -0.93094 0.94252
H 3.69984 -1.60101 3.29622
H 2.37516 -1.15754 4.31580
H 3.37285 3.51570 -2.23134
H 1.79036 5.39709 -2.61737
H -0.32952 5.48252 -1.30879
H -0.81637 3.62539 0.30183
O 0.23829 0.51272 -1.26907
C -0.88387 0.35159 -1.78420
C -2.14372 0.45859 -1.14535
C -3.29100 0.16575 -1.91150
C -4.52096 0.28118 -1.34318
C -4.67434 0.69068 -0.00742
C -3.57758 0.98928 0.74972
C -2.27143 0.88329 0.21030
O -1.26896 1.20659 0.95733
N -5.71345 -0.02576 -2.14360
O -5.54261 -0.32860 -3.30673
O -6.78778 0.04031 -1.58508
H -0.88376 0.10727 -2.85135
H -3.20358 -0.14768 -2.94360
H -5.67211 0.75969 0.40271
H -3.67490 1.30196 1.77981
Br -2.16903 -5.13534 3.42057
C -1.03770 -4.79106 1.95160
C -0.63652 -5.83407 1.12596
N 0.16275 -5.65321 0.08040
C 0.59843 -4.42322 -0.16798
C 0.24376 -3.32204 0.60173
C -0.60391 -3.50783 1.68595
C 0.79885 -1.97252 0.26487
O 1.77305 -1.85979 -0.47128
O 0.15289 -1.00030 0.84380
H -0.97467 -6.84516 1.31867
H 1.25753 -4.29529 -1.01793
H -0.91564 -2.66874 2.29251
*
```

As for the energy above the lowest of the compared OMol25 structures with the same formula, charge and spin: 0.0 kJ/mol. The value obtained for the molar mass is 620.3 g/mol. The HOMO-LUMO gap is 7.2 eV.

---

Molecular formula: C21H17ClN4O
Method: DFT, ωB97M-V/def2-TZVPD

```
! wB97M-V def2-TZVPD RIJCOSX def2/J DEFGRID3
* xyz 0 1
N 3.43781 -2.92112 -0.45166
N 6.00700 3.60053 -3.32279
Cl -3.51154 0.45964 5.55247
C 2.47215 -2.27290 -0.55778
C 4.99521 2.99674 -3.25740
N -3.85492 -1.08003 3.36824
O 0.05339 1.24334 3.84962
C 1.26542 -1.62816 -0.67508
C 0.90975 -0.41369 -1.48658
C 0.01604 -2.12845 -0.27736
C -0.47883 -0.26303 -1.50742
C -3.77169 -1.37779 2.05555
C -3.06705 -0.11243 3.98933
C 2.84154 2.71791 -2.05556
C 3.94022 0.89131 -3.19239
C 1.84435 1.73656 -1.66689
C 3.02623 -0.05131 -2.71387
C -1.95252 0.21868 1.81586
C 3.83857 2.23984 -2.85077
C 1.89750 0.44779 -2.04370
C -2.05405 0.46570 3.24663
C -2.73790 -0.75159 1.25081
N -1.07062 -1.18315 -0.69666
C -0.46522 -3.34528 0.48915
C -1.27516 0.86239 -2.19332
C -1.31447 1.65261 3.88192
C -2.49038 -0.97809 -0.26885
H 0.22908 0.53971 4.51832
H -4.19420 -2.21913 1.73972
H 2.82469 3.82148 -1.80821
H 4.71396 0.51617 -3.84206
H 1.01403 2.05185 -1.05864
H 3.00892 -1.04397 -2.84078
H -1.19637 0.72856 1.25281
H -0.61172 -3.06553 1.55669
H 0.36334 -4.05127 0.45475
H -1.39302 -3.83382 0.06553
H -1.86917 1.58108 -1.60518
H -1.85597 0.35467 -2.97497
H -0.65704 1.61375 -2.81403
H -1.49280 1.59362 5.00052
H -1.50920 2.54834 3.38459
H -2.98616 -0.23978 -0.85075
H -2.88922 -1.92174 -0.45978
*
```

The value obtained for the molar mass is 376.8 g/mol. The HOMO-LUMO gap is 8.4 eV. Its SMILES is Cc1c(C#N)c(-c2ccc(C#N)cc2)c(C)n1Cc1cnc(Cl)c(CO)c1.

---

Molecular formula: C21H17F4
Method: DFT, ωB97M-V/def2-TZVPD

```
! wB97M-V def2-TZVPD RIJCOSX def2/J DEFGRID3
* xyz 1 1
F -5.71767 -0.07047 -0.09677
C -4.76769 0.06605 0.89335
C -5.17062 0.60443 2.12154
C -4.17907 0.71786 3.10764
F -4.53125 1.24179 4.33338
C -2.84890 0.39270 2.88271
C -2.45586 -0.06115 1.60217
C -1.08984 -0.43936 1.37172
C -0.62672 -0.83840 0.16768
C 0.79166 -1.27246 -0.01591
C 1.09558 -2.02551 -1.29258
C 1.84870 -3.19917 -1.20849
C 2.11091 -3.88430 -2.38804
F 2.80886 -5.06372 -2.30423
C 1.62147 -3.46930 -3.62643
C 0.89516 -2.28106 -3.65242
F 0.40055 -1.82527 -4.84816
C 0.57873 -1.56210 -2.50444
C -3.44981 -0.27918 0.60950
H -6.20477 0.87946 2.31708
H -2.09064 0.51740 3.65831
H -0.39990 -0.40329 2.22080
H -1.19348 -0.79057 -0.75429
H 1.19829 -1.74845 0.90520
H 2.20013 -3.55843 -0.23738
H 1.85684 -4.01044 -4.53425
H -0.05049 -0.67163 -2.53988
H -3.19110 -0.68154 -0.37206
H 1.37564 -0.34021 -0.03676
C 2.79494 1.25447 0.01734
C 2.12785 1.97973 -1.01639
C 1.75051 3.29233 -0.79868
C 1.89642 3.87343 0.56923
C 2.27804 2.94198 1.68182
C 2.64276 1.66247 1.38607
H 3.36202 0.34707 -0.22035
H 1.99391 1.50978 -2.00221
H 1.50318 3.92073 -1.65529
H 2.58513 4.72569 0.54473
H 0.93051 4.30396 0.83652
H 2.43071 3.31862 2.69835
H 2.88931 0.92605 2.17988
*
```

As for the energy above the lowest of the compared OMol25 structures with the same formula, charge and spin: 110.9 kJ/mol. The value obtained for the molar mass is 345.4 g/mol. The HOMO-LUMO gap is 4.9 eV.

---

Molecular formula: C21H17F5N4O7SeW
Method: DFT, ωB97M-V/def2-TZVPD

```
! wB97M-V def2-TZVPD RIJCOSX def2/J DEFGRID3
* xyz 0 3
W 0.56389 0.46644 -0.06111
O -2.92231 1.29825 -1.91678
C -1.81571 1.40544 -1.42793
O -0.98334 0.38748 -1.24054
C -1.17422 2.66128 -0.95242
C -1.63197 3.96495 -1.06875
C -0.86625 4.99985 -0.52689
C 0.33185 4.70652 0.11640
C 0.75586 3.38394 0.20229
N 0.01488 2.36622 -0.34062
C 1.96425 2.83022 0.85918
O 2.77174 3.45095 1.52493
O 2.02963 1.52498 0.61890
H -2.56980 4.14984 -1.56712
H -1.19282 6.02274 -0.62078
H 0.93220 5.48571 0.55491
C -1.40768 -2.42659 -0.77155
O -0.10261 -2.01958 -0.35548
C 0.49726 -2.99146 0.49721
C 1.87889 -2.46127 0.87833
O 1.78953 -1.12796 1.38517
C 1.65831 -1.04671 2.81076
C 1.90841 0.40528 3.24340
O 0.87226 1.27750 2.83511
C -0.05810 1.62787 3.84760
H -1.33106 -3.33228 -1.37998
H -1.83006 -1.60116 -1.35031
H -2.04123 -2.63486 0.09697
H 0.59364 -3.95066 -0.03242
H -0.12729 -3.13509 1.39247
H 2.51990 -2.40426 -0.00929
H 2.34615 -3.12705 1.60998
H 2.41706 -1.70075 3.25940
H 0.65643 -1.37139 3.12797
H 2.82437 0.76575 2.75992
H 2.03403 0.44579 4.33069
H 0.46195 1.95279 4.75159
H -0.73152 0.80147 4.09622
H -0.64070 2.46159 3.45923
F -1.28167 -3.00317 -5.57978
C -0.48786 -2.39467 -4.69527
C -0.55033 -1.00527 -4.52930
F -1.39967 -0.29092 -5.26484
C 0.28954 -0.39302 -3.61161
F 0.26216 0.93858 -3.40823
C 1.19749 -1.11991 -2.84350
Se 2.34576 -0.19875 -1.60781
C 1.24227 -2.49997 -3.03237
F 2.08293 -3.22340 -2.27107
C 0.40996 -3.14474 -3.93504
F 0.47008 -4.47635 -4.06469
N -5.18983 -1.25320 2.34546
C -4.11164 -0.85626 2.35193
N -2.89199 -0.44675 2.46632
C -1.92690 -0.19123 1.75099
N -0.85612 0.04725 1.29215
*
```

As for the energy above the lowest of the compared OMol25 structures with the same formula, charge and spin: 125.1 kJ/mol. The value obtained for the molar mass is 795.2 g/mol. The HOMO-LUMO gap (alpha / beta) is 6.5 / 7.2 eV.

---

Molecular formula: C21H17F5N8O2TcTe
Method: DFT, ωB97M-V/def2-TZVPD

```
! wB97M-V def2-TZVPD RIJCOSX def2/J DEFGRID3
* xyz 0 4
Tc -0.61716 0.30299 -0.00525
N 2.07881 -3.07023 -0.50007
C 1.59740 -1.85012 -0.36548
N 0.31954 -1.56914 -0.27820
C -0.61804 -2.61278 -0.37074
N -1.87490 -2.33721 -0.43293
N -2.08719 -0.98239 -0.38328
C -3.33346 -0.52547 -0.44422
C -3.45436 0.87035 -0.34842
C -4.67858 1.57071 -0.38162
C -4.68367 2.93088 -0.28081
C -3.46109 3.61623 -0.13540
C -2.30076 2.89815 -0.09771
N -2.26662 1.55050 -0.21336
C -0.12503 -3.98328 -0.43408
C -0.98057 -5.08668 -0.43697
C -0.46099 -6.36159 -0.50913
C 0.91891 -6.55595 -0.58085
C 1.78101 -5.47854 -0.58060
C 1.25069 -4.19581 -0.50572
H 3.09029 -3.13895 -0.54533
H 2.36051 -1.09512 -0.36983
H -4.16389 -1.20642 -0.56124
H -5.59641 1.00763 -0.48012
H -5.61598 3.47811 -0.30067
H -3.42762 4.69187 -0.04581
H -1.34510 3.38422 0.04007
H -2.04647 -4.91629 -0.38136
H -1.12524 -7.21478 -0.50840
H 1.31958 -7.55910 -0.63531
H 2.85293 -5.61931 -0.63500
N -0.74933 0.27769 1.96686
C -0.87335 0.55139 3.09516
C -1.02331 0.87285 4.41383
C 0.11688 1.24010 5.17663
N 1.05003 1.53070 5.78642
C -2.32835 0.85944 4.97434
N -3.39452 0.83335 5.41037
C 1.36290 3.53401 -2.75696
O 0.83058 2.64456 -1.74864
C 1.22931 2.72001 -0.50689
C 1.93540 3.91401 0.03564
H 2.44669 3.45246 -2.76499
H 1.02968 4.55319 -2.57082
H 0.94864 3.17022 -3.69054
H 2.55109 4.41504 -0.69991
H 2.54703 3.60544 0.87818
H 1.16426 4.59895 0.40168
F 5.42262 0.54498 -2.02404
Te 4.30585 0.77630 -0.56844
F 4.51280 -1.24666 -0.43022
F 5.90860 1.53929 0.21791
F 2.85889 0.30135 -1.85439
F 3.94506 2.57100 -1.28130
O 0.89598 1.79787 0.24794
*
```

As for the energy above the lowest of the compared OMol25 structures with the same formula, charge and spin: 56.9 kJ/mol. The value obtained for the molar mass is 734.0 g/mol. The HOMO-LUMO gap (alpha / beta) is 6.0 / 6.5 eV.

---

Molecular formula: C21H17N3O5S3Ti
Method: DFT, ωB97M-V/def2-TZVPD

```
! wB97M-V def2-TZVPD RIJCOSX def2/J DEFGRID3
* xyz -2 3
Ti -1.08367 -2.03533 -0.30979
C 0.54513 4.57069 0.39431
C -0.25476 3.42563 -0.16375
C -1.42322 2.99515 0.45936
C -2.13641 1.91111 -0.02764
C -1.68428 1.25139 -1.15949
C -0.53818 1.68454 -1.81193
C 0.16893 2.76315 -1.31238
S -2.51719 -0.20718 -1.75402
O -3.57428 0.19542 -2.65646
O -1.43749 -1.00808 -2.37594
N -2.94510 -0.91253 -0.41728
C -4.06437 -1.85156 -0.51590
C -3.61127 -3.27045 -0.91523
O -4.44046 -4.10612 -1.23733
O -2.32870 -3.43940 -0.89189
H 0.40917 4.65256 1.47321
H 0.24012 5.52099 -0.05489
H 1.60905 4.42860 0.20003
H -1.75160 3.48333 1.37052
H -3.00158 1.52827 0.49621
H -0.17674 1.13227 -2.66970
H 1.10015 3.05587 -1.78404
H -4.80709 -1.51032 -1.24082
H -4.54709 -1.91800 0.46162
S 0.58311 -3.92237 -0.03538
C 0.16635 -4.47026 1.55856
C 0.71894 -5.73051 1.94635
N 1.17242 -6.75185 2.23122
C -0.60285 -3.78240 2.45329
S -1.31593 -2.21906 2.13298
C -0.83961 -4.32638 3.74946
N -1.03767 -4.73022 4.81221
C 1.98238 -1.09476 -2.02149
C 1.52011 -0.45451 -0.74920
O 0.36757 -0.81642 -0.27046
C 2.24827 0.56025 -0.07860
C 1.76236 1.08324 1.15152
C 2.41632 2.10971 1.79180
C 3.57651 2.67825 1.25456
C 4.06829 2.17811 0.04917
C 3.42807 1.14630 -0.60763
H 1.58654 -2.10878 -2.07598
H 3.06989 -1.14524 -2.08241
H 1.61206 -0.55415 -2.90177
H 0.86739 0.64379 1.57216
H 2.02302 2.48048 2.73268
H 4.08647 3.48519 1.76697
H 4.96607 2.60630 -0.38499
H 3.82488 0.79529 -1.55179
*
```

As for the energy above the lowest of the compared OMol25 structures with the same formula, charge and spin: 13.9 kJ/mol. The value obtained for the molar mass is 535.5 g/mol. The HOMO-LUMO gap (alpha / beta) is 5.3 / 6.0 eV.

---

Molecular formula: C21H17N4O4PtSe2
Method: DFT, ωB97M-V/def2-TZVPD

```
! wB97M-V def2-TZVPD RIJCOSX def2/J DEFGRID3
* xyz -1 1
Pt -2.01033 -1.13165 1.52880
O -0.84451 -4.75723 0.20108
C -1.23981 -3.62731 0.42092
O -1.00259 -2.95189 1.48972
C -2.10797 -2.90137 -0.61042
C -2.39862 -3.31002 -1.90122
C -3.19796 -2.49127 -2.69330
C -3.69694 -1.29871 -2.17894
C -3.38205 -0.95094 -0.87648
N -2.60630 -1.75391 -0.14536
C -3.85670 0.28051 -0.09688
O -4.66010 1.04300 -0.60365
O -3.37181 0.38305 1.08474
H -1.98706 -4.23787 -2.26547
H -3.41755 -2.77204 -3.71129
H -4.31045 -0.63352 -2.76524
Se -0.27577 3.07996 2.16175
N -0.28060 2.93987 3.95192
C -0.66363 1.70405 4.26379
C -0.77535 1.15876 5.54312
C -1.21784 -0.15429 5.64756
C -1.53093 -0.89499 4.52261
N -1.41348 -0.40499 3.27499
C -0.96965 0.85563 3.13840
N -0.78329 1.37596 1.93488
H -0.51686 1.74570 6.40981
H -1.33555 -0.60771 6.62196
H -1.88048 -1.91663 4.60923
C 4.65181 2.58013 -3.35638
C 3.62789 1.79392 -2.58740
C 2.57100 1.16714 -3.23245
C 1.60947 0.44971 -2.53948
C 0.50808 -0.21753 -3.30587
C 1.70928 0.33070 -1.14271
Se 0.48426 -0.80106 -0.19981
C 2.76402 0.97121 -0.47088
C 2.89742 0.92713 1.01737
C 3.70035 1.68239 -1.20552
H 4.50186 2.46062 -4.42838
H 5.66273 2.25655 -3.10580
H 4.57702 3.64217 -3.11590
H 2.50070 1.23404 -4.31020
H 0.52039 0.10825 -4.34451
H -0.46385 0.01041 -2.87086
H 0.63282 -1.30059 -3.27179
H 2.51061 -0.00800 1.41500
H 2.31516 1.73566 1.46340
H 3.93670 1.04475 1.31980
H 4.51646 2.16227 -0.68466
*
```

As for the energy above the lowest of the compared OMol25 structures with the same formula, charge and spin: 169.9 kJ/mol. The value obtained for the molar mass is 742.4 g/mol. The HOMO-LUMO gap (alpha / beta) is 3.5 / 3.5 eV.